Molecular formula: C5H10N
Method: DFT, ωB97M-V/def2-TZVPD

```
! wB97M-V def2-TZVPD RIJCOSX def2/J DEFGRID3
* xyz 1 1
C -1.38803 0.15555 -0.39544
C -1.25326 0.69548 0.99929
C 1.00432 1.20059 -0.52448
C 1.16934 -1.19332 -0.81193
C -0.00578 0.37339 0.22175
N 0.59445 -0.90582 0.60177
H -1.73958 -0.98151 -0.39713
H -1.83178 0.74512 -1.05621
H -1.60448 1.78090 1.12205
H -1.49832 0.09693 1.86938
H 1.79488 1.74610 0.05571
H 0.76461 1.60269 -1.46753
H 0.39442 -1.35968 -1.50039
H 2.11232 -1.61263 -0.81062
H -0.03166 -1.61052 0.96087
H 1.51856 -0.73328 1.13290
*
```

Energy relative to the best compared isomer or geometry (same formula, charge and spin), eV: 5.162
F_max, eV Å⁻¹: 7.1
M, g/mol: 84.142
Electronic energy, eV: -6825.040
Frontier orbital gap (spin up / spin down), eV: 8.78 / 9.28
LUMO level (spin up / spin down), eV: -4.982 / -4.841
HOMO (spin up / spin down), Eh: -0.506 / -0.519

These are the natural (NBO) partial charges, in e, on atoms 1 to 6: C -0.40; C -0.42; C -0.23; C -0.13; C 0.01; N -0.55

***

Molecular formula: C17H27N6O3
Method: DFT, ωB97M-V/def2-TZVPD

```
! wB97M-V def2-TZVPD RIJCOSX def2/J DEFGRID3
* xyz 1 1
C 3.36635 -2.09551 2.36366
C 2.91613 -1.39289 1.08756
C 1.40409 -1.15364 1.11070
C 0.81211 -0.57150 -0.18223
C 1.06519 -1.50606 -1.31101
N 2.17273 -1.47286 -2.02619
N 2.07490 -2.46294 -2.90380
N 0.98733 -3.08382 -2.76763
N 0.30323 -2.52115 -1.76706
C -1.05901 -2.85887 -1.46544
C -1.95242 -2.28998 -2.57134
O -1.66266 -0.91157 -2.70613
C -2.44867 -0.29847 -3.70799
N 1.44807 0.72118 -0.63238
C 0.62727 1.34608 -1.70120
C -0.73223 1.78191 -1.13077
N -0.62544 2.09511 0.28121
C -1.36712 1.35771 1.17725
O -1.98024 0.36732 0.79957
C -1.44307 1.78725 2.56478
C -2.15136 1.16557 3.57043
C -2.01027 1.97300 4.71367
C -1.23433 3.02871 4.33247
O -0.88274 2.92840 3.04548
C 0.61574 2.75379 0.58113
C 1.77388 1.74550 0.40007
H 4.43978 -2.25732 2.34235
H 3.12750 -1.49771 3.24029
H 2.87877 -3.06149 2.46403
H 3.46101 -0.45090 0.99442
H 3.18080 -2.01028 0.22811
H 1.12668 -0.52879 1.96250
H 0.90698 -2.11406 1.27050
H -0.26371 -0.42730 -0.04379
H -1.15806 -3.94470 -1.43421
H -1.32860 -2.42518 -0.50107
H -3.00593 -2.43981 -2.30443
H -1.74612 -2.80819 -3.51833
H -2.13579 0.74182 -3.76366
H -3.51158 -0.34914 -3.45456
H -2.28895 -0.78033 -4.67741
H 2.32339 0.38538 -1.06952
H 1.18643 2.19800 -2.09237
H 0.47349 0.63167 -2.51061
H -1.48176 0.99673 -1.25248
H -1.07604 2.67305 -1.66624
H -2.70147 0.25235 3.47564
H -2.42960 1.79929 5.68226
H -0.87769 3.88478 4.87104
H 0.62104 3.14203 1.59690
H 0.72768 3.60025 -0.10201
H 1.98157 1.24418 1.34267
H 2.67569 2.27480 0.08746
*
```

Energy relative to the best compared isomer or geometry (same formula, charge and spin), eV: 0.000
F_max, eV Å⁻¹: 1.8
SMILES: CCC[C@H](c1nnnn1CCOC)[NH+]1CCN(C(=O)c2ccco2)CC1
M, g/mol: 363.442
Electronic energy, eV: -33142.451
Frontier orbital gap, eV: 9.52
LUMO level, eV: -2.442
HOMO, Eh: -0.440

These are the natural (NBO) partial charges, in e, on atoms 1 to 6: C -0.60; C -0.42; C -0.41; C -0.12; C 0.32; N -0.36